one) Density functional theory data (ωB97M-V with the def2-TZVPD basis set) for C3H8Si as an isolated structure.

- gap between HOMO and LUMO (eV) = 7.68

```
! RIJCOSX wB97M-V def2-TZVPD def2/J DEFGRID3
* xyz 0 1
C 2.689 -0.161 0.539
C 1.881 0.301 -0.334
C -2.357 0.302 -0.494
Si -1.382 -0.624 0.899
H 2.449 0.221 1.592
H 3.624 -0.418 0.367
H 0.970 0.792 -0.026
H -3.392 0.324 -0.009
H -2.016 1.327 -0.654
H -2.525 -0.242 -1.440
H 2.388 -0.034 -1.531
H -2.329 -1.786 1.091
*
```

two) Density functional theory data (ωB97M-V with the def2-TZVPD basis set) for C3H8Si as an isolated structure.

- gap between HOMO and LUMO (eV) = 10.09

```
! RIJCOSX wB97M-V def2-TZVPD def2/J DEFGRID3
* xyz 0 1
C 0.321 -0.599 -1.611
C 0.523 -0.170 -0.388
C -0.281 -0.692 0.887
Si 0.606 1.517 0.591
H -0.097 -1.588 -1.928
H 0.673 -0.095 -2.438
H -0.692 1.859 -0.137
H -1.001 -0.066 1.403
H 0.542 -1.168 1.412
H -0.959 -1.591 0.692
H -0.100 1.374 1.820
H 1.838 2.441 0.836
*
```

In kJ/mol, relative to the most stable structure: one) 84.4; two) 0.0.